[1]
CH2F3NS2 | ωB97M-V/def2-TZVPD

Structure (XYZ):
```
9
Properties=species:S:1:pos:R:3:forces:R:3
F 2.293600 1.151866 -0.112747 0.08 0.17 0.10
C 1.219695 0.602171 -0.647333 -2.40 0.58 0.72
F 1.207501 0.844005 -1.952514 0.18 0.03 -0.15
F 1.251936 -0.712299 -0.461446 0.10 -0.01 0.03
S -0.468758 1.327599 0.202405 2.20 -0.79 -0.59
N -1.333307 -0.110205 0.249286 -0.48 0.03 0.43
S -1.353665 -1.103710 1.669470 0.16 0.32 -0.40
H -2.273460 0.034324 -0.095269 0.16 -0.19 -0.25
H -0.543542 -2.033751 1.148148 0.00 -0.14 0.11
```
Positions in Å, forces in eV/Å.

Summary:
Orbital gap   9.89 eV
HOMO energy   -9.5 eV
SMILES   FC(F)(F)SNS
Energy relative to the best compared isomer or geometry (same formula, charge and spin)   0.00 kJ/mol
Calculated total energy   -32381.4747 eV

=====

[2]
C16H42N5O6P3 | ωB97M-V/def2-TZVPD

Structure (XYZ):
```
72
Properties=species:S:1:pos:R:3:forces:R:3
C -1.124679 0.196518 -3.183484 -0.06 1.10 -0.14
C -1.894310 1.555881 -3.307304 0.32 -0.76 0.68
C -2.589991 2.013415 -1.987664 0.50 0.68 -1.10
O -4.000658 2.135506 -2.213411 -0.41 -0.34 0.48
C -4.663332 0.931425 -1.895236 0.42 -0.49 0.77
P -5.876652 0.411039 -3.221544 0.37 -0.03 -1.01
P -7.880148 1.191357 -2.831307 -1.01 1.85 -0.14
N -8.169451 2.625267 -3.470207 0.24 -1.15 0.48
P -6.070696 -1.752906 -2.833826 2.84 -0.78 1.32
O -4.688093 -2.392509 -2.775906 -1.77 0.89 -0.34
H -0.096348 0.418974 -2.845547 -0.65 -0.56 -0.27
H -1.603354 -0.463106 -2.444787 0.08 0.12 -0.27
H -1.133017 -0.290895 -4.167399 0.24 -0.03 0.36
H -2.655819 1.453069 -4.092160 0.11 0.33 0.28
H -1.181138 2.345805 -3.589683 -0.30 -0.32 -0.20
H -2.236600 3.026348 -1.746599 -0.27 -0.26 0.08
H -2.352206 1.370080 -1.125659 -0.21 0.03 -0.26
H -5.091039 0.988856 -0.876193 -0.12 0.01 -0.39
H -3.906182 0.121736 -1.862672 -0.61 -0.04 -0.16
H -8.779338 0.224749 -3.372022 0.48 -0.32 0.53
H -8.102864 1.232520 -1.413889 0.22 -0.52 -0.39
H -8.927082 2.501461 -4.134488 0.09 0.30 -0.18
H -6.647432 -1.856347 -1.523614 -0.52 -0.16 -0.72
H -6.903385 -2.354866 -3.812774 -0.28 0.46 0.36
C 2.231011 -1.694652 1.668483 0.33 0.29 -0.41
N 2.120291 -0.753453 0.561612 -0.32 -0.35 -0.28
C 1.317594 -0.829626 -0.525452 0.22 0.33 0.00
C 0.412829 -2.028434 -0.635327 -0.09 0.01 -0.11
O 1.343322 0.057032 -1.377406 0.11 -0.25 0.51
H 1.991435 -1.179875 2.586452 -0.06 -0.23 0.14
H 3.260357 -2.052412 1.720615 -0.05 -0.08 0.15
H 1.562391 -2.536400 1.546692 -0.06 0.11 -0.11
H 2.696517 0.070028 0.571829 0.01 0.07 -0.01
H -0.166081 -1.956156 -1.550601 0.07 0.07 -0.03
H 1.003660 -2.944493 -0.669835 -0.08 -0.04 0.14
H -0.274440 -2.061811 0.211508 0.09 -0.15 0.05
C 3.828661 4.114738 -3.824818 -0.04 0.14 -0.52
N 3.272209 3.308951 -4.893090 -0.02 -0.14 0.23
C 2.739333 2.056750 -4.813898 -0.06 -0.18 -0.24
C 2.706141 1.392188 -3.461871 0.10 0.14 -0.31
O 2.308767 1.513103 -5.818837 0.02 0.03 0.06
H 3.267219 5.048877 -3.753379 0.10 0.04 0.20
H 4.869707 4.347940 -4.059346 0.03 0.07 0.21
H 3.785445 3.599766 -2.870706 -0.04 -0.06 -0.06
H 3.261479 3.691617 -5.824588 0.00 0.02 -0.01
H 2.257558 0.411232 -3.555822 -0.03 0.05 -0.07
H 3.720365 1.274276 -3.075072 -0.06 0.08 0.14
H 2.107586 1.978668 -2.766609 0.10 -0.07 0.13
C 4.239809 2.880319 3.057580 0.04 -0.27 -0.44
N 4.075677 1.438372 3.047171 -0.08 0.05 0.39
C 3.805638 0.613525 4.093437 0.02 -0.30 -0.12
C 3.653954 1.239885 5.455283 -0.04 0.01 0.06
O 3.694012 -0.590832 3.915001 0.20 0.22 0.33
H 3.497410 3.327077 2.393827 0.04 0.18 0.10
H 5.236413 3.127081 2.687147 -0.03 0.19 0.08
H 4.118931 3.291113 4.054312 -0.01 -0.08 0.01
H 4.168995 0.955000 2.170057 0.08 0.00 -0.05
H 3.442574 0.461067 6.182486 0.02 -0.05 -0.10
H 4.576833 1.744292 5.745037 -0.09 0.12 0.02
H 2.825647 1.950039 5.456054 0.10 0.10 0.06
C 1.087550 -4.452495 6.409528 0.28 0.43 -0.05
N 0.969217 -3.507545 5.315764 -0.24 -0.18 -0.09
C 0.154744 -3.574450 4.230807 0.14 0.26 -0.03
C -0.757931 -4.767306 4.107308 -0.04 -0.04 -0.06
O 0.180796 -2.684451 3.394354 -0.33 -0.15 0.09
H 0.856028 -3.942452 7.346571 -0.02 -0.19 0.09
H 2.115192 -4.818052 6.453212 -0.07 -0.15 0.13
H 0.415043 -5.295243 6.287739 -0.01 0.04 -0.06
H 1.552547 -2.684160 5.328883 0.05 -0.02 -0.02
H -1.339962 -4.675965 3.194410 0.07 0.10 0.01
H -0.174286 -5.687757 4.056631 -0.09 -0.05 0.12
H -1.444373 -4.808291 4.954241 0.05 -0.14 0.02
```
Positions in Å, forces in eV/Å.

Summary:
Orbital gap   8.91 eV
HOMO energy   -8.5 eV
SMILES   CCCOCP([PH2]=N)[PH2]=O.CNC(C)=O.CNC(C)=O.CNC(C)=O.CNC(C)=O
Energy relative to the best compared isomer or geometry (same formula, charge and spin)   0.00 kJ/mol
Calculated total energy   -64873.5969 eV

=====

[3]
C3H6N2P | ωB97M-V/def2-TZVPD

Structure (XYZ):
```
12
Properties=species:S:1:pos:R:3:forces:R:3
C -1.782054 1.085523 -1.125487 0.80 0.85 -0.76
C -0.950185 1.616537 -1.846079 -1.30 -0.64 0.93
C 1.111309 -1.316558 1.742913 -2.01 -3.19 -2.48
N 0.010791 -0.241475 -0.091692 0.41 -0.50 -0.99
N 0.154107 -0.407723 1.065783 -1.01 1.08 2.02
P 0.088673 2.204843 -3.068441 0.88 -0.68 -1.04
H -2.530112 0.572890 -0.613159 -0.86 -0.24 0.61
H 0.443985 -1.726724 2.499205 0.93 -0.41 0.40
H 1.577808 -2.051299 1.016754 -1.01 0.71 0.86
H 1.828679 -0.668043 1.994638 2.88 2.18 1.97
H -0.366959 0.127568 1.870383 0.30 -0.30 -1.80
H 0.413957 0.804459 -3.444818 0.00 1.14 0.29
```
Positions in Å, forces in eV/Å.

Summary:
2S+1   3
Orbital gap (alpha / beta)   6.43 / 5.86 eV
Net charge   +1
HOMO energy (alpha / beta)   -11.9 / -13.4 eV
Energy relative to the best compared isomer or geometry (same formula, charge and spin)   126.49 kJ/mol
Calculated total energy   -15462.6838 eV

=====

[4]
C4H6O2 | ωB97M-V/def2-TZVPD

Structure (XYZ):
```
12
Properties=species:S:1:pos:R:3:forces:R:3
C -2.221526 0.328270 -0.297243 -0.32 0.05 -0.05
O -0.817021 0.066679 -0.275877 0.23 0.08 0.51
C -0.309860 -0.194538 0.896686 0.19 0.23 -0.53
C 1.170294 0.004139 0.769706 -0.05 -0.01 0.33
C 1.982587 -0.546068 -0.332492 0.13 -0.30 -0.13
O 1.653153 0.814965 -0.306679 0.09 0.16 -0.05
H -2.311259 1.348680 -0.672250 -0.18 -0.11 0.04
H -2.726867 -0.361390 -0.974334 0.14 -0.01 0.05
H -2.602509 0.253935 0.721834 -0.06 -0.05 -0.15
H 1.659594 0.200314 1.722648 -0.01 -0.11 -0.16
H 1.491822 -1.138814 -1.104096 0.01 0.10 0.11
H 3.031590 -0.776171 -0.147904 -0.17 -0.03 0.02
```
Positions in Å, forces in eV/Å.

Summary:
Orbital gap   9.34 eV
HOMO energy   -8.7 eV
Energy relative to the best compared isomer or geometry (same formula, charge and spin)   445.41 kJ/mol
Calculated total energy   -8335.8448 eV

=====

[5]
C5H12N2 | ωB97M-V/def2-TZVPD

Structure (XYZ):
```
19
Properties=species:S:1:pos:R:3:forces:R:3
H 1.000139 1.302907 -1.795960 -0.16 -0.34 -0.09
N 0.102143 1.365780 -1.316688 0.05 0.05 1.16
C -0.300681 0.260973 -0.806667 -0.99 0.83 -3.48
C -1.668787 0.237685 -0.168691 0.26 0.08 0.59
C -1.737039 1.206841 1.010522 -0.09 -0.07 -0.07
C 0.358794 -1.054268 -1.090479 0.92 1.06 3.16
N 0.825197 -1.147284 0.395033 -0.30 -1.65 -1.16
C 2.078136 -0.484473 0.695428 -0.03 0.20 -0.22
H -1.911142 -0.774802 0.161622 0.02 0.04 -0.02
H -2.398959 0.538712 -0.923740 0.08 -0.07 -0.06
H -1.463155 2.206310 0.679239 -0.02 0.04 0.00
H -2.742754 1.231627 1.427064 -0.04 0.05 0.06
H -1.042162 0.905309 1.793698 0.01 -0.04 0.02
H -0.360556 -1.843861 -1.323575 0.34 0.07 0.05
H 1.210715 -0.960769 -1.781106 -0.35 -0.27 0.05
H 0.857448 -2.123324 0.669100 0.12 0.11 0.06
H 2.917796 -0.833057 0.083905 0.10 0.02 0.00
H 2.320008 -0.624494 1.748378 -0.02 -0.10 -0.01
H 1.954860 0.590186 0.542918 0.08 -0.01 -0.05
```
Positions in Å, forces in eV/Å.

Summary:
Orbital gap   9.97 eV
HOMO energy   -9.0 eV
SMILES   [H]/N=C(/CC)CNC
Energy relative to the best compared isomer or geometry (same formula, charge and spin)   139.51 kJ/mol
Calculated total energy   -8358.6903 eV

=====

[6]
CF2NPS | ωB97M-V/def2-TZVPD

Structure (XYZ):
```
6
Properties=species:S:1:pos:R:3:forces:R:3
C -0.997885 -1.712992 0.163808 1.39 3.93 0.30
N -1.342720 -2.782530 0.028785 -1.01 -3.03 -0.35
F 0.375474 1.117837 -1.548367 -0.49 0.61 1.42
F 1.599524 0.134916 0.186135 -1.06 0.84 0.56
P 0.146628 0.811813 0.021287 0.64 -4.59 -2.96
S 0.218979 2.430955 1.148352 0.53 2.24 1.03
```
Positions in Å, forces in eV/Å.

Summary:
2S+1   3
Orbital gap (alpha / beta)   9.95 / 5.62 eV
HOMO energy (alpha / beta)   -10.2 / -10.8 eV
Energy relative to the best compared isomer or geometry (same formula, charge and spin)   194.03 kJ/mol
Calculated total energy   -28082.6836 eV